The following is a DFT calculation (wB97M-V/def2-TZVPD) of a 7-piece molecular cluster, C28H61B2F8N8O2 overall at a distorted geometry.

Computed properties:
HOMO-LUMO gap in eV: 9.283
LUMO in Eh: -0.2354
Largest force on an atom in eV/A: 1.67

```
! RIJCOSX wB97M-V def2-TZVPD def2/J DEFGRID3
* xyz 3 1
C 6.102 0.617 -2.892
C 4.638 0.210 -2.763
N 4.414 -1.214 -2.442
C 3.326 -1.712 -1.762
C 3.414 -3.056 -1.803
N 4.494 -3.364 -2.597
C 5.066 -2.238 -2.988
C 4.897 -4.703 -3.019
H 6.671 0.031 -3.617
H 6.611 0.485 -1.939
H 6.073 1.664 -3.192
H 4.112 0.399 -3.701
H 4.197 0.811 -1.972
H 2.709 -1.065 -1.161
H 2.849 -3.836 -1.324
H 5.856 -2.146 -3.710
H 4.062 -5.394 -2.988
H 5.717 -5.102 -2.423
H 5.266 -4.653 -4.044
C 9.615 12.008 -2.634
C 8.133 11.988 -2.892
N 7.630 10.659 -3.258
C 7.617 9.557 -2.424
C 7.079 8.538 -3.121
N 6.772 9.033 -4.377
C 7.139 10.309 -4.440
C 6.002 8.318 -5.384
H 9.928 12.949 -2.184
H 10.219 11.906 -3.536
H 9.910 11.208 -1.950
H 7.858 12.669 -3.699
H 7.576 12.359 -2.032
H 7.949 9.666 -1.406
H 6.860 7.501 -2.910
H 6.855 11.013 -5.205
H 6.603 7.559 -5.881
H 5.707 9.014 -6.170
H 5.124 7.871 -4.931
C 9.357 8.051 -9.655
C 9.791 6.880 -8.812
N 10.037 7.209 -7.404
C 9.941 6.339 -6.342
C 10.385 6.980 -5.238
N 10.772 8.228 -5.665
C 10.565 8.339 -6.968
C 11.279 9.291 -4.777
H 9.313 7.711 -10.691
H 10.063 8.879 -9.633
H 8.356 8.410 -9.417
H 10.711 6.433 -9.196
H 9.067 6.065 -8.846
H 9.528 5.353 -6.439
H 10.502 6.719 -4.199
H 10.973 9.161 -7.533
H 10.433 9.835 -4.371
H 11.906 9.962 -5.361
H 11.842 8.813 -3.984
C 4.964 4.479 -6.448
N 3.708 3.806 -6.034
C 3.776 2.316 -6.204
C 3.531 4.072 -4.569
C 2.487 4.350 -6.729
C 2.667 4.617 -8.188
O 3.113 3.424 -8.838
H 4.859 5.520 -6.162
H 5.081 4.409 -7.527
H 5.784 4.022 -5.901
H 2.795 1.926 -5.948
H 4.482 1.938 -5.468
H 4.063 2.082 -7.224
H 3.719 5.124 -4.372
H 4.224 3.478 -3.978
H 2.518 3.834 -4.247
H 2.275 5.308 -6.243
H 1.632 3.720 -6.503
H 3.291 5.471 -8.451
H 1.651 4.847 -8.534
H 2.678 3.360 -9.694
C 9.644 1.023 -4.800
N 10.760 1.466 -3.928
C 10.371 1.279 -2.490
C 11.970 0.647 -4.245
C 11.055 2.907 -4.216
C 12.195 3.559 -3.419
O 12.043 4.923 -3.566
H 9.803 1.425 -5.798
H 8.692 1.420 -4.450
H 9.595 -0.063 -4.823
H 10.011 0.257 -2.399
H 9.563 1.979 -2.278
H 11.219 1.503 -1.857
H 12.744 0.961 -3.549
H 12.257 0.821 -5.278
H 11.754 -0.409 -4.105
H 10.151 3.484 -4.015
H 11.308 2.978 -5.276
H 13.183 3.242 -3.764
H 12.155 3.276 -2.360
H 11.657 5.312 -2.747
B 11.131 6.916 -1.065
F 10.215 7.476 -0.198
F 10.963 7.492 -2.374
F 12.435 7.077 -0.653
F 10.854 5.498 -1.225
B 7.384 5.101 -3.507
F 7.351 5.651 -4.821
F 8.575 5.480 -2.921
F 6.277 5.650 -2.821
F 7.335 3.677 -3.531
*
```

Here are the Löwdin charges for atoms 1 to 99, given in e: atom 1 (C): -0.063, atom 2 (C): -0.151, atom 3 (N): -0.038, atom 4 (C): 0.014, atom 5 (C): 0.021, atom 6 (N): -0.076, atom 7 (C): -0.020, atom 8 (C): 0.035, atom 9 (H): 0.063, atom 10 (H): 0.098, atom 11 (H): 0.059, atom 12 (H): 0.112, atom 13 (H): 0.136, atom 14 (H): 0.146, atom 15 (H): 0.151, atom 16 (H): 0.166, atom 17 (H): 0.110, atom 18 (H): 0.111, atom 19 (H): 0.106, atom 20 (C): -0.059, atom 21 (C): -0.158, atom 22 (N): -0.044, atom 23 (C): 0.038, atom 24 (C): 0.039, atom 25 (N): -0.069, atom 26 (C): -0.026, atom 27 (C): 0.008, atom 28 (H): 0.096, atom 29 (H): 0.069, atom 30 (H): 0.089, atom 31 (H): 0.130, atom 32 (H): 0.138, atom 33 (H): 0.154, atom 34 (H): 0.114, atom 35 (H): 0.169, atom 36 (H): 0.078, atom 37 (H): 0.101, atom 38 (H): 0.100, atom 39 (C): -0.066, atom 40 (C): -0.168, atom 41 (N): -0.044, atom 42 (C): -0.004, atom 43 (C): 0.020, atom 44 (N): -0.056, atom 45 (C): -0.034, atom 46 (C): 0.049, atom 47 (H): 0.093, atom 48 (H): 0.077, atom 49 (H): 0.083, atom 50 (H): 0.137, atom 51 (H): 0.124, atom 52 (H): 0.129, atom 53 (H): 0.106, atom 54 (H): 0.168, atom 55 (H): 0.070, atom 56 (H): 0.107, atom 57 (H): 0.102, atom 58 (C): 0.027, atom 59 (N): -0.344, atom 60 (C): 0.025, atom 61 (C): 0.017, atom 62 (C): -0.106, atom 63 (C): -0.218, atom 64 (O): -0.055, atom 65 (H): 0.101, atom 66 (H): 0.111, atom 67 (H): 0.106, atom 68 (H): 0.116, atom 69 (H): 0.083, atom 70 (H): 0.106, atom 71 (H): 0.111, atom 72 (H): 0.100, atom 73 (H): 0.120, atom 74 (H): 0.148, atom 75 (H): 0.147, atom 76 (H): 0.128, atom 77 (H): 0.145, atom 78 (H): 0.112, atom 79 (C): -0.004, atom 80 (N): -0.371, atom 81 (C): 0.040, atom 82 (C): 0.026, atom 83 (C): -0.098, atom 84 (C): -0.242, atom 85 (O): -0.048, atom 86 (H): 0.111, atom 87 (H): 0.088, atom 88 (H): 0.108, atom 89 (H): 0.110, atom 90 (H): 0.118, atom 91 (H): 0.108, atom 92 (H): 0.113, atom 93 (H): 0.121, atom 94 (H): 0.113, atom 95 (H): 0.133, atom 96 (H): 0.137, atom 97 (H): 0.130, atom 98 (H): 0.128, atom 99 (H): 0.063